# 1
C15H31AsNNaO4P2S | ωB97M-V/def2-TZVPD

Calculated values
* E_LUMO: -0.31 eV
* total energy: -4424.8777 a.u.
* orbital gap: 7.6 eV

Atoms and positions in Å:
Na (0.053847, 0.924159, -0.168859)
C (0.980415, 0.370374, 3.715913)
P (1.019544, -0.329800, 2.019471)
C (2.694817, -1.088977, 2.029101)
C (-0.036398, -1.817182, 2.260887)
C (-0.030416, -2.748304, 1.041387)
P (-0.174033, -1.842347, -0.566172)
C (-1.830816, -1.097864, -0.377619)
C (-0.589569, -3.257154, -1.674594)
H (1.683067, 1.202227, 3.779284)
H (1.241888, -0.382321, 4.460731)
H (-0.022732, 0.742858, 3.924893)
H (2.816616, -1.746150, 2.891945)
H (3.446783, -0.298944, 2.068457)
H (2.853660, -1.660830, 1.113220)
H (-1.052736, -1.458169, 2.449535)
H (0.291730, -2.355147, 3.153991)
H (-0.852439, -3.463949, 1.109747)
H (0.901847, -3.318533, 1.000161)
H (-2.613340, -1.847382, -0.263745)
H (-2.086113, -0.459207, -1.227221)
H (-1.864976, -0.504097, 0.536538)
H (-1.356490, -3.882091, -1.215648)
H (0.292349, -3.865529, -1.882351)
H (-0.975392, -2.877891, -2.621936)
N (-0.058892, 3.921199, -0.232761)
C (-1.143431, 3.203073, 0.293068)
C (-1.135293, 2.803974, 1.633606)
C (-2.142376, 1.985072, 2.122452)
C (-3.169133, 1.543728, 1.293244)
C (-3.208321, 1.981313, -0.023641)
C (-2.199498, 2.800505, -0.526527)
S (-4.276169, 0.258173, 1.914353)
O (-4.900903, -0.254779, 0.706355)
O (-5.160168, 0.906298, 2.854278)
O (-3.322139, -0.669420, 2.530297)
H (0.478978, 4.429348, 0.450393)
H (-0.271362, 4.486386, -1.039451)
H (-0.355448, 3.165556, 2.295723)
H (-2.141652, 1.655635, 3.155591)
H (-4.023114, 1.649774, -0.655958)
H (-2.247062, 3.165359, -1.547764)
C (3.238317, -1.270094, -2.037524)
As (2.208488, 0.269429, -2.566580)
C (3.446949, 1.306777, -3.621996)
C (0.846029, -0.274045, -3.816523)
O (1.627540, 1.190305, -1.335384)
H (3.797191, -1.634283, -2.900187)
H (2.582745, -2.051617, -1.664473)
H (3.930664, -0.964869, -1.256069)
H (3.895924, 0.709147, -4.414008)
H (4.221632, 1.681599, -2.956885)
H (2.914634, 2.150388, -4.054345)
H (1.252967, -0.978516, -4.540611)
H (0.507220, 0.621653, -4.334216)
H (0.014569, -0.724818, -3.281578)

Forces on the atoms, in the same order (eV/Å):
Na -1.0 0.5 0.6
C 0.0 0.0 -0.1
P 0.1 -0.2 0.6
C -0.1 0.1 -0.1
C 0.0 0.0 -0.1
C 0.0 0.1 0.0
P -0.1 -0.7 -0.1
C 0.0 -0.1 0.0
C 0.1 0.1 0.1
H 0.0 0.0 0.0
H 0.0 0.0 0.0
H 0.0 0.0 0.0
H 0.0 0.0 0.0
H 0.0 0.0 0.0
H 0.0 0.0 0.0
H -0.1 0.0 0.0
H 0.0 0.0 0.0
H 0.0 0.0 0.0
H 0.0 0.0 0.0
H -0.1 0.0 0.0
H 0.0 0.0 0.0
H -0.1 0.0 0.0
H 0.0 0.0 0.0
H 0.0 0.0 0.0
H 0.0 0.0 0.0
N -0.1 0.0 0.0
C 0.0 0.2 0.1
C -0.1 0.1 0.0
C -0.1 0.0 -0.1
C 0.1 -0.1 0.0
C 0.0 0.0 0.1
C -0.1 0.0 0.1
S 0.2 0.0 -0.1
O 0.0 -0.1 0.0
O 0.0 0.1 0.1
O 0.0 0.0 -0.1
H 0.0 0.0 0.0
H 0.0 0.0 0.0
H 0.1 -0.1 0.0
H 0.0 0.0 0.0
H 0.0 0.0 0.0
H 0.0 -0.1 0.0
C -0.1 0.0 -0.1
As 0.4 0.0 -0.4
C -0.1 0.0 0.1
C 0.1 0.0 0.0
O 0.9 0.2 -0.8
H 0.0 0.0 0.0
H 0.0 0.0 0.0
H 0.0 0.0 0.0
H 0.0 0.0 0.0
H 0.0 0.0 0.0
H 0.0 0.0 0.0
H 0.0 0.0 0.0
H 0.0 0.0 0.0
H 0.0 0.0 0.0

Mulliken population analysis, charges in e, atoms 1 to 4:
1 Na 0.589
2 C -1.353
3 P 0.972
4 C -1.382

---

# 2
C17H26GeN3O7STa | ωB97M-V/def2-TZVPD

Calculated values
* E_LUMO (spin up / spin down): 2.79 / 2.13 eV
* 2S+1: 2
* total energy: -3886.5227 a.u.
* net charge: -1
* orbital gap (spin up / spin down): 6.8 / 5.9 eV

Atoms and positions in Å:
Ta (-0.139790, -0.704735, 0.707059)
O (1.420810, -3.112396, -0.169255)
C (1.664955, -1.767258, -0.040323)
O (1.778318, -1.265754, 1.180247)
C (2.527740, -1.219931, -1.139871)
O (2.470551, 0.189595, -1.133127)
C (1.805273, 0.773483, -2.229295)
C (0.282133, 0.659092, -2.238829)
O (-0.298416, 0.943766, -3.279577)
O (-0.298225, 0.323855, -1.146699)
H (0.848145, -3.365939, 0.576637)
H (3.570077, -1.512466, -0.954027)
H (2.209077, -1.648364, -2.094220)
H (2.026604, 1.840016, -2.183338)
H (2.178496, 0.376643, -3.179372)
O (-1.212084, -2.103734, -0.918648)
N (-2.226865, -1.583418, -1.570026)
C (-2.405821, -1.972479, -2.848421)
C (-3.458434, -1.521519, -3.596546)
C (-4.354829, -0.626783, -3.013375)
C (-4.148513, -0.225867, -1.716671)
C (-3.061241, -0.695966, -0.965837)
S (-2.733903, -0.210998, 0.646834)
H (-1.646521, -2.650764, -3.204498)
H (-3.557076, -1.849862, -4.620602)
H (-5.191338, -0.237089, -3.578468)
H (-4.806260, 0.480587, -1.231129)
N (-1.034907, 4.786347, -0.462655)
C (0.113258, 5.538028, -0.550297)
C (1.131377, 4.635167, -0.465785)
N (0.637941, 3.357539, -0.335676)
C (-0.662498, 3.485664, -0.335955)
H (-1.976733, 5.131083, -0.491814)
H (0.095675, 6.608499, -0.653037)
H (2.191820, 4.826141, -0.485268)
H (-1.373595, 2.676437, -0.256795)
C (-1.437003, -2.570487, 2.868051)
O (-0.618298, -2.281992, 1.778434)
H (-0.936437, -2.320131, 3.811425)
H (-1.679858, -3.639327, 2.880513)
H (-2.377591, -2.012296, 2.817617)
C (1.369107, 3.152878, 3.677941)
Ge (1.548291, 1.404177, 2.774013)
C (1.895970, 0.127075, 4.232015)
C (3.199065, 1.575511, 1.736746)
C (-0.074746, 0.978491, 1.813168)
H (2.255564, 3.336014, 4.290243)
H (0.489691, 3.177885, 4.324744)
H (1.280171, 3.957326, 2.944728)
H (2.817082, 0.389217, 4.759380)
H (1.989887, -0.881826, 3.829871)
H (1.067456, 0.145585, 4.942765)
H (3.912548, 2.155783, 2.327755)
H (2.998163, 2.086206, 0.795883)
H (3.623930, 0.599807, 1.508739)
H (-0.917649, 1.606225, 2.096950)

Forces on the atoms, in the same order (eV/Å):
Ta -1.6 1.0 0.1
O 0.2 0.0 0.1
C 0.8 -0.6 -0.1
O -0.1 0.2 -0.5
C -0.1 0.1 0.0
O 0.1 0.0 0.0
C 0.0 0.0 0.0
C -0.2 0.0 0.0
O 0.0 0.0 0.0
O 0.4 0.0 0.3
H 0.0 0.0 0.0
H 0.0 -0.1 0.0
H 0.0 0.0 0.0
H 0.0 0.0 0.0
H 0.0 0.0 0.0
O 0.2 0.3 0.5
N 0.0 0.0 -0.1
C 0.0 0.0 0.0
C 0.0 0.0 0.0
C 0.0 0.0 0.0
C 0.0 0.0 0.0
C 0.1 0.0 0.1
S -0.1 0.2 0.0
H 0.0 0.0 0.0
H 0.0 0.0 0.0
H 0.0 0.0 0.0
H 0.0 0.0 0.0
N 0.0 0.0 0.0
C 0.0 0.0 0.0
C 0.0 0.0 0.0
N 0.1 0.3 -0.1
C 0.0 -0.2 0.0
H 0.0 0.0 0.0
H 0.0 0.0 0.0
H 0.0 0.0 0.0
H 0.1 -0.1 0.0
C 0.1 0.0 0.0
O 0.0 0.0 0.0
H 0.0 0.0 0.0
H 0.0 0.0 0.0
H 0.0 0.0 0.0
C -0.1 0.0 0.0
Ge -0.1 0.1 0.2
C 0.0 0.0 0.0
C 0.0 0.0 -0.1
C 0.1 -1.2 -0.2
H 0.0 0.0 0.0
H 0.0 0.0 0.0
H 0.0 0.0 0.0
H 0.0 0.0 0.0
H 0.0 0.0 0.0
H 0.0 0.0 0.0
H 0.0 0.0 0.0
H 0.0 0.0 0.0
H 0.0 0.0 0.0
H 0.0 0.1 -0.2

Mulliken population analysis, charges in e, atoms 1 to 4:
1 Ta 0.629
2 O -0.572
3 C 0.547
4 O -0.697

---

# 3
C5H8O | ωB97M-V/def2-TZVPD

Calculated values
* E_LUMO: 0.78 eV
* total energy: -270.3493 a.u.
* orbital gap: 8.5 eV

Atoms and positions in Å:
C (-2.030672, 0.266322, 0.639192)
C (-0.918748, 0.072992, -0.748456)
O (-0.902137, 1.247620, -0.172951)
C (0.396689, -0.634878, -0.658594)
C (1.622758, 0.234124, -0.839544)
C (1.339286, -0.349653, 0.495129)
H (-3.005035, 0.418224, 0.193061)
H (-1.850423, -0.776886, 0.928855)
H (-1.868760, 0.866664, 1.544809)
H (0.425003, -1.629715, -1.093873)
H (1.428875, 1.296196, -0.969471)
H (2.438407, -0.165510, -1.433058)
H (1.954054, -1.171452, 0.851628)
H (0.970707, 0.325954, 1.263272)

Forces on the atoms, in the same order (eV/Å):
C -0.4 0.1 0.5
C 0.5 0.1 -0.1
O -0.1 -0.3 -0.1
C -0.2 -0.2 -0.1
C 0.1 0.1 -0.1
C 0.1 0.0 0.2
H 0.2 0.0 0.0
H 0.0 0.1 -0.1
H 0.0 -0.1 -0.1
H 0.0 0.2 0.1
H 0.0 -0.2 0.0
H -0.1 0.0 0.1
H -0.1 0.1 -0.1
H 0.0 -0.1 -0.1

Mulliken population analysis, charges in e, atoms 1 to 4:
1 C -0.583
2 C -0.334
3 O -0.241
4 C -0.071

---

Q: Which formula does entry 2 have?
A: C17H26GeN3O7STa

---

Q: Which of these has the lowest total energy?
A: C15H31AsNNaO4P2S

---

Q: Which value of total energy does entry 2 give?
A: -3886.5227 a.u.

---

Q: What is the formula in the first record?
A: C15H31AsNNaO4P2S